Entry 1:
ORCA calculation (the ωB97M-V functional and the def2-TZVPD basis) on one molecule with the formula CH2Cl2FN.

Each line ends with the Löwdin charge.
Atoms and positions in Å:
F1 -0.486 -1.804 -0.151  -0.0876
C1 -0.101 -0.431 -0.443  -0.3827
N1 -0.077 0.321 0.716  -0.8691
Cl1 1.542 0.530 1.410  0.5500
Cl2 -0.802 1.927 0.547  0.5653
H1 -0.932 -0.071 -1.003  0.0820
H2 0.856 -0.472 -1.078  0.1420

The calculation puts the lowest unoccupied orbital energy at -0.543 eV. As for the orbital gap: 0.3603 Ha. The spin multiplicity is 1. The SMILES is FCN(Cl)Cl.

***

Entry 2:
ORCA calculation (the ωB97M-V functional and the def2-TZVPD basis) on C12H30F2KNO12P2S2 as an isolated structure.

Each line ends with the Löwdin charge.
Atoms and positions in Å:
K1 -2.972 -1.024 -2.673  0.8676
N1 -3.127 1.632 -1.533  -0.3598
S1 -3.764 2.897 -2.267  0.4463
O1 -3.181 3.192 -3.537  -0.2807
O2 -4.112 3.974 -1.426  -0.2457
F1 -5.169 2.219 -2.664  -0.1992
S2 -1.526 2.069 -1.471  0.4566
O3 -1.254 3.389 -1.059  -0.2358
O4 -0.779 1.516 -2.541  -0.2864
F2 -1.145 1.131 -0.272  -0.1780
C1 -5.523 -4.699 -5.630  -0.0507
C2 -4.678 -4.946 -4.396  -0.2363
O5 -3.312 -5.271 -4.735  -0.1911
P1 -2.201 -4.164 -4.890  0.3331
O6 -2.592 -2.834 -4.464  -0.3302
O7 -0.941 -4.711 -4.122  -0.1606
C3 -0.834 -6.020 -3.487  -0.2380
C4 -0.229 -5.842 -2.129  -0.0659
O8 -1.780 -4.158 -6.396  -0.1551
C5 -1.355 -5.320 -7.146  -0.2290
C6 -2.525 -6.110 -7.669  -0.0727
H1 -6.570 -4.848 -5.355  0.0847
H2 -5.404 -3.679 -5.985  0.0824
H3 -5.305 -5.446 -6.390  0.0745
H4 -4.682 -4.059 -3.760  0.1031
H5 -5.062 -5.762 -3.786  0.1221
H6 -1.805 -6.507 -3.479  0.1099
H7 -0.176 -6.582 -4.153  0.1189
H8 -0.328 -6.748 -1.529  0.0841
H9 0.835 -5.621 -2.220  0.0843
H10 -0.668 -5.013 -1.574  0.0814
H11 -0.835 -4.885 -7.999  0.1233
H12 -0.619 -5.872 -6.562  0.1142
H13 -3.038 -6.615 -6.854  0.0666
H14 -3.146 -5.488 -8.309  0.0881
H15 -2.191 -6.918 -8.328  0.0845
C7 -4.273 0.735 -5.535  -0.0618
C8 -5.570 1.510 -5.658  -0.2580
O9 -6.256 1.033 -6.824  -0.1652
P2 -7.466 1.886 -7.376  0.3229
O10 -8.629 1.948 -6.518  -0.2014
O11 -6.769 3.275 -7.686  -0.1861
C9 -7.418 4.516 -7.440  -0.2740
C10 -6.824 5.599 -8.324  -0.0709
O12 -7.735 1.250 -8.775  -0.1584
C11 -6.795 1.355 -9.862  -0.2545
C12 -7.437 0.878 -11.151  -0.0671
H16 -4.502 -0.326 -5.672  0.0760
H17 -3.575 1.031 -6.318  0.0930
H18 -3.790 0.941 -4.581  0.0282
H19 -6.182 1.347 -4.771  0.1127
H20 -5.349 2.577 -5.716  0.1210
H21 -8.499 4.470 -7.620  0.1184
H22 -7.395 4.793 -6.382  0.1228
H23 -5.735 5.550 -8.326  0.0788
H24 -7.234 5.537 -9.330  0.0732
H25 -7.075 6.581 -7.920  0.0771
H26 -6.556 2.414 -9.961  0.1085
H27 -5.875 0.822 -9.620  0.1218
H28 -6.822 1.309 -11.944  0.0780
H29 -7.361 -0.202 -11.283  0.0733
H30 -8.476 1.184 -11.221  0.0813

The calculation puts the lowest unoccupied orbital energy at -0.579 eV. As for the orbital gap: 0.3257 Ha. The spin multiplicity is 1.

***

Entry 3:
ORCA calculation (the ωB97M-V functional and the def2-TZVPD basis) on a 2-piece molecular cluster, C4H7Cl3Si2 overall.

Each line ends with the Löwdin charge.
Atoms and positions in Å:
C1 1.115 -0.781 3.234  0.0341
C2 0.028 -0.521 2.781  -0.2959
C3 -1.857 1.474 1.254  -0.2600
C4 1.140 -1.330 -2.024  -0.3075
Si1 -1.576 -0.273 1.926  0.1880
Si2 -0.180 -2.524 -1.342  -0.1935
Cl1 -3.145 -1.008 2.966  0.2851
Cl2 0.628 -4.402 -1.244  0.2167
Cl3 -1.712 -2.603 -2.714  0.1982
H1 2.055 -0.991 3.658  0.0167
H2 -1.001 1.790 0.664  0.0208
H3 -2.735 1.524 0.619  0.0191
H4 -1.987 2.185 2.068  0.0264
H5 1.362 -1.551 -3.067  0.0246
H6 0.805 -0.302 -1.963  0.0111
H7 2.063 -1.412 -1.458  0.0160

The calculation puts the lowest unoccupied orbital energy (alpha / beta) at -1.200 / -0.834 eV. As for the orbital gap (alpha / beta): 0.2330 / 0.2667 Ha. The spin multiplicity is 1.

***

Entry 4:
ORCA calculation (the ωB97M-V functional and the def2-TZVPD basis) on one molecule with the formula C24H39N3OS.

Each line ends with the Löwdin charge.
Atoms and positions in Å:
C1 -6.282 -2.243 -1.507  -0.1051
C2 -5.360 -1.851 -0.409  -0.5725
C3 -4.962 -2.576 0.670  -0.1257
C4 -4.090 -1.872 1.524  -0.1053
C5 -3.786 -0.616 1.086  -0.4344
C6 -3.002 0.348 1.893  -0.4773
O1 -3.166 0.341 3.106  0.0584
N1 -2.139 1.211 1.307  -0.0345
C7 -1.484 2.153 2.199  -0.1131
C8 -0.383 1.543 3.083  -0.1582
N2 0.834 1.265 2.343  -0.1973
C9 1.715 2.408 2.185  -0.1878
C10 2.510 2.757 3.450  -0.1826
C11 3.292 1.537 3.929  -0.2068
C12 2.338 0.359 4.115  -0.1790
C13 1.579 0.110 2.808  -0.2006
C14 -1.729 1.191 -0.079  -0.1360
C15 -0.487 0.325 -0.329  -0.2693
C16 -0.781 -1.162 -0.144  -0.1524
C17 0.472 -1.967 -0.470  -0.1600
C18 0.952 -1.626 -1.878  -0.1922
N3 1.254 -0.211 -1.941  -0.1372
C19 2.074 0.233 -3.053  -0.3054
C20 1.556 -0.107 -4.474  -0.1411
C21 2.803 -0.473 -5.273  -0.1975
C22 3.671 -1.199 -4.250  -0.1987
C23 3.503 -0.353 -2.988  -0.1413
C24 0.049 0.566 -1.742  -0.1526
S1 -4.632 -0.276 -0.394  1.0964
H1 -6.628 -3.262 -1.354  0.0801
H2 -5.780 -2.182 -2.473  0.0762
H3 -7.146 -1.579 -1.539  0.0770
H4 -5.291 -3.583 0.857  0.1104
H5 -3.687 -2.273 2.437  0.1206
H6 -1.079 2.965 1.596  0.1156
H7 -2.253 2.549 2.869  0.1269
H8 -0.771 0.612 3.496  0.1196
H9 -0.217 2.234 3.921  0.1194
H10 1.122 3.268 1.868  0.1131
H11 2.416 2.166 1.378  0.1238
H12 1.826 3.083 4.237  0.1035
H13 3.188 3.585 3.234  0.1085
H14 3.809 1.761 4.864  0.1066
H15 4.045 1.274 3.182  0.1113
H16 1.626 0.582 4.913  0.1117
H17 2.891 -0.539 4.396  0.1090
H18 0.886 -0.728 2.921  0.1190
H19 2.299 -0.147 2.023  0.1185
H20 -2.550 0.839 -0.703  0.0555
H21 -1.511 2.221 -0.375  0.1284
H22 0.284 0.618 0.388  0.1218
H23 -1.098 -1.357 0.882  0.1104
H24 -1.592 -1.465 -0.812  0.1201
H25 1.259 -1.717 0.242  0.1041
H26 0.266 -3.037 -0.399  0.1123
H27 1.850 -2.198 -2.114  0.1138
H28 0.161 -1.915 -2.595  0.1216
H29 2.137 1.321 -2.948  0.1369
H30 1.005 0.722 -4.915  0.1083
H31 0.890 -0.969 -4.425  0.1030
H32 2.576 -1.086 -6.145  0.1054
H33 3.311 0.432 -5.611  0.1109
H34 4.711 -1.279 -4.561  0.1041
H35 3.283 -2.207 -4.090  0.1048
H36 3.652 -0.922 -2.072  0.1053
H37 4.229 0.460 -2.994  0.1092
H38 0.293 1.625 -1.863  0.1260
H39 -0.734 0.312 -2.482  0.1365

The calculation puts the lowest unoccupied orbital energy at 0.646 eV. As for the orbital gap: 0.3196 Ha. The spin multiplicity is 1. The SMILES is Cc1ccc(C(=O)N(CCN2CCCCC2)C[C@H]2CCCN(C3CCCC3)C2)s1.

***

Entry 5:
ORCA calculation (the ωB97M-V functional and the def2-TZVPD basis) on C38H27BrCrN4O6P as an isolated structure.

Each line ends with the Löwdin spin population.
Atoms and positions in Å:
Cr1 0.770 0.870 1.317  2.8903
O1 -2.008 -0.102 3.230  0.0009
C1 -1.448 0.776 4.044  -0.0023
O2 -1.945 1.803 4.435  -0.0032
C2 -0.060 0.353 4.447  0.0124
C3 0.178 -0.077 5.739  0.1483
C4 1.481 -0.498 6.067  0.0452
C5 2.463 -0.446 5.121  0.0793
C6 2.158 0.044 3.823  0.1382
N1 0.871 0.436 3.500  0.1813
C7 3.074 0.186 2.763  0.2014
O3 4.380 -0.156 2.888  0.0645
O4 2.740 0.666 1.640  0.1253
H1 -2.640 0.384 2.620  -0.0002
H2 -0.628 -0.087 6.458  0.0092
H3 1.701 -0.864 7.062  0.0000
H4 3.464 -0.776 5.372  0.0048
H5 4.529 -0.529 3.763  0.0003
N2 2.259 4.314 -5.167  0.0045
C8 2.036 3.770 -4.177  0.0014
C9 1.758 3.089 -2.943  0.0089
C10 0.495 2.545 -2.710  -0.0034
C11 0.239 1.903 -1.511  0.0054
C12 1.207 1.761 -0.506  -0.0462
C13 2.467 2.312 -0.781  0.0017
C14 2.747 2.971 -1.970  -0.0042
H6 -0.276 2.636 -3.466  -0.0005
H7 -0.757 1.506 -1.356  0.0001
H8 3.258 2.216 -0.046  -0.0003
H9 3.727 3.394 -2.151  -0.0007
N3 0.401 -0.884 0.808  0.0415
P1 0.074 -1.760 -0.407  0.0322
C15 -1.180 -1.116 -1.563  0.0062
C16 -0.981 -0.929 -2.926  0.0021
C17 -1.940 -0.270 -3.687  0.0002
C18 -3.094 0.211 -3.089  0.0007
C19 -3.302 0.024 -1.726  -0.0001
C20 -2.351 -0.641 -0.970  0.0013
C21 1.489 -2.202 -1.475  0.0083
C22 2.638 -1.430 -1.333  0.0008
C23 3.752 -1.681 -2.123  0.0002
C24 3.728 -2.711 -3.051  0.0000
C25 2.590 -3.497 -3.186  0.0006
C26 1.476 -3.244 -2.400  0.0014
C27 -0.622 -3.359 0.121  -0.0031
C28 -1.428 -4.147 -0.697  -0.0003
C29 -1.922 -5.359 -0.235  -0.0001
C30 -1.620 -5.784 1.052  0.0006
C31 -0.834 -4.992 1.878  0.0003
C32 -0.339 -3.782 1.416  0.0017
H10 -0.062 -1.262 -3.392  0.0001
H11 -1.769 -0.111 -4.745  0.0000
H12 -3.829 0.745 -3.680  0.0001
H13 -4.188 0.416 -1.244  0.0000
H14 -2.489 -0.745 0.100  0.0004
H15 2.651 -0.639 -0.593  0.0001
H16 4.638 -1.069 -2.009  0.0000
H17 4.597 -2.907 -3.668  0.0000
H18 2.572 -4.309 -3.903  0.0001
H19 0.596 -3.867 -2.509  0.0001
H20 -1.691 -3.801 -1.690  0.0000
H21 -2.553 -5.965 -0.873  0.0000
H22 -2.011 -6.727 1.415  0.0000
H23 -0.616 -5.314 2.889  0.0000
H24 0.249 -3.129 2.051  0.0010
Br1 -0.327 6.444 -1.476  0.0000
C33 -1.692 5.278 -0.879  0.0001
C34 -3.003 5.494 -1.272  0.0001
N4 -4.002 4.697 -0.903  0.0001
C35 -3.705 3.650 -0.137  0.0003
C36 -2.418 3.354 0.295  0.0006
C37 -1.382 4.196 -0.078  0.0002
C38 -2.151 2.108 1.101  0.0060
O5 -3.116 1.391 1.399  0.0039
O6 -0.935 1.895 1.404  0.0300
H25 -3.251 6.338 -1.905  0.0000
H26 -4.520 3.000 0.154  0.0000
H27 -0.369 3.988 0.234  -0.0002

The calculation puts the lowest unoccupied orbital energy (alpha / beta) at 2.348 / 2.288 eV. As for the orbital gap (alpha / beta): 0.2210 / 0.3028 Ha. Its net charge is -1. The spin multiplicity is 5.

***

Entry 6:
ORCA calculation (the ωB97M-V functional and the def2-TZVPD basis) on a 2-piece molecular cluster, C4H11N4O overall.

Each line ends with the Löwdin charge.
Atoms and positions in Å:
C1 2.506 0.416 -0.026  -0.4812
C2 -3.883 0.610 -0.072  0.0284
C3 -2.457 0.424 0.042  -0.3939
C4 -1.416 -1.664 0.089  -0.0995
N1 3.613 0.809 0.607  0.2000
N2 2.579 0.023 -1.294  0.2087
N3 -1.383 -0.213 0.087  0.0069
N4 1.356 0.395 0.621  0.2073
O1 -2.871 1.662 -0.017  0.1058
H1 -4.369 0.506 -1.033  0.1203
H2 -4.518 0.553 0.802  0.1197
H3 -1.055 -2.023 -0.876  0.0811
H4 -0.734 -2.017 0.864  0.0768
H5 -2.413 -2.071 0.267  0.0878
H6 4.520 0.783 0.174  0.1307
H7 3.579 1.085 1.574  0.1315
H8 3.444 0.046 -1.806  0.1321
H9 1.747 -0.238 -1.795  0.1324
H10 0.425 0.192 0.216  0.0716
H11 1.329 0.721 1.575  0.1334

The calculation puts the lowest unoccupied orbital energy at -2.845 eV. As for the orbital gap: 0.3921 Ha. Its net charge is +1. The spin multiplicity is 1.

***

Entry 7:
ORCA calculation (the ωB97M-V functional and the def2-TZVPD basis) on C11H18ClO3SSrTm as an isolated structure.

Each line ends with the Löwdin spin population.
Atoms and positions in Å:
Tm1 -0.175 -0.194 -1.400  2.0144
Cl1 -0.539 1.901 -2.858  -0.0011
C1 -2.319 -0.598 -1.097  -0.0034
H1 -2.332 -1.083 -0.128  0.0004
H2 -2.861 -1.210 -1.829  0.0001
H3 -2.810 0.386 -1.021  0.0004
Sr1 0.261 0.091 -4.819  0.0007
C2 2.653 0.563 -5.262  0.0001
C3 -1.254 -0.301 -6.727  0.0000
C4 0.285 -1.866 -3.082  -0.0091
H4 -1.582 -1.365 -6.622  0.0000
H5 -2.054 0.463 -6.551  0.0000
H6 -0.570 -0.089 -7.585  0.0000
H7 3.284 -0.267 -4.873  0.0000
H8 2.678 0.637 -6.372  0.0000
H9 2.880 1.532 -4.761  0.0000
H10 -0.410 -2.629 -3.489  -0.0007
H11 1.176 -2.417 -3.394  -0.0007
C5 -0.505 0.475 6.843  0.0000
C6 -0.184 0.410 5.380  0.0000
C7 0.080 -0.831 4.801  0.0000
C8 0.428 -0.916 3.457  0.0000
C9 0.532 0.276 2.747  0.0000
C10 0.210 1.518 3.280  0.0000
C11 -0.136 1.582 4.623  0.0000
S1 1.105 0.282 1.082  0.0002
O1 2.463 0.688 1.035  0.0003
O2 0.815 -1.066 0.436  -0.0007
O3 0.121 1.205 0.442  -0.0009
H12 -1.403 -0.117 7.077  0.0000
H13 0.318 0.066 7.451  0.0000
H14 -0.681 1.512 7.155  0.0000
H15 0.039 -1.733 5.391  0.0000
H16 0.607 -1.856 2.949  0.0000
H17 0.219 2.407 2.656  0.0000
H18 -0.341 2.545 5.066  0.0000

The calculation puts the lowest unoccupied orbital energy (alpha / beta) at 3.688 / 3.688 eV. As for the orbital gap (alpha / beta): 0.0977 / 0.0979 Ha. Its net charge is -2. The spin multiplicity is 3.

***

Entry 8:
ORCA calculation (the ωB97M-V functional and the def2-TZVPD basis) on C29H34CaN3O4Se as an isolated structure.

Each line ends with the Löwdin charge.
Atoms and positions in Å:
Ca1 -0.962 -1.176 -0.662  1.2428
C1 -1.519 -0.996 2.449  -0.1552
C2 -2.943 -0.706 2.030  -0.1344
O1 -2.986 -0.596 0.604  -0.2447
C3 -4.109 -1.210 -0.024  -0.1523
C4 -3.917 -2.708 -0.129  -0.1572
O2 -2.689 -2.950 -0.814  -0.2294
C5 -2.213 -4.287 -0.660  -0.1604
C6 -0.759 -4.347 -1.079  -0.1618
O3 0.052 -3.430 -0.335  -0.2710
C7 0.350 -3.812 1.016  -0.1424
C8 0.212 -2.588 1.892  -0.1667
O4 -1.114 -2.123 1.670  -0.2278
H1 -0.857 -0.151 2.238  0.1148
H2 -1.485 -1.233 3.516  0.1436
H3 -3.596 -1.518 2.357  0.1323
H4 -3.291 0.229 2.475  0.1413
H5 -5.031 -0.984 0.517  0.1461
H6 -4.180 -0.758 -1.014  0.1300
H7 -3.863 -3.163 0.865  0.1293
H8 -4.753 -3.159 -0.672  0.1456
H9 -2.333 -4.585 0.387  0.1280
H10 -2.797 -4.973 -1.281  0.1465
H11 -0.386 -5.368 -0.966  0.1445
H12 -0.644 -4.049 -2.122  0.1010
H13 -0.349 -4.581 1.349  0.1323
H14 1.363 -4.217 1.066  0.1388
H15 0.364 -2.860 2.941  0.1439
H16 0.930 -1.804 1.619  0.1175
N1 0.392 0.389 0.248  -0.0401
C9 0.075 1.606 0.187  -0.4061
C10 0.956 2.726 0.675  -0.1901
C11 0.842 4.022 0.177  -0.0469
C12 1.717 5.017 0.593  -0.0768
C13 2.699 4.729 1.530  -0.0845
C14 2.811 3.441 2.040  -0.0850
C15 1.952 2.445 1.606  -0.0516
C16 -1.282 2.005 -0.367  -0.2076
C17 -2.197 2.710 0.411  -0.0369
C18 -3.501 2.894 -0.025  -0.0648
C19 -3.907 2.404 -1.260  -0.0841
C20 -2.995 1.733 -2.063  -0.0820
C21 -1.694 1.532 -1.615  -0.1027
H17 0.069 4.256 -0.546  0.1135
H18 1.626 6.019 0.193  0.1048
H19 3.373 5.507 1.866  0.1039
H20 3.575 3.215 2.774  0.1045
H21 2.044 1.427 1.965  0.1039
H22 -1.882 3.111 1.369  0.1241
H23 -4.204 3.436 0.596  0.1087
H24 -4.920 2.568 -1.605  0.1068
H25 -3.286 1.385 -3.047  0.1119
H26 -0.974 1.040 -2.266  0.0529
C22 1.897 1.614 -2.928  -0.0007
N2 2.341 0.442 -2.199  -0.0530
C23 1.804 -0.785 -2.258  -0.7461
Se1 0.394 -1.380 -3.321  0.6539
N3 2.465 -1.561 -1.376  0.1262
C24 3.437 -0.822 -0.715  -0.1809
C25 4.350 -1.146 0.275  -0.0052
C26 5.173 -0.124 0.718  -0.0709
C27 5.081 1.169 0.194  -0.0714
C28 4.166 1.489 -0.794  0.0050
C29 3.350 0.462 -1.239  -0.1607
H27 1.195 1.301 -3.695  0.0602
H28 2.756 2.093 -3.395  0.1054
H29 1.418 2.313 -2.240  0.0894
H30 2.241 -2.535 -1.259  0.1425
H31 4.426 -2.147 0.678  0.1130
H32 5.905 -0.331 1.487  0.1084
H33 5.736 1.941 0.575  0.1115
H34 4.078 2.496 -1.178  0.1227

The calculation puts the lowest unoccupied orbital energy at -1.917 eV. As for the orbital gap: 0.2848 Ha. Its net charge is +1. The spin multiplicity is 1.

***

Values for ΔE to the lowest compared entry with this formula, charge and spin, kJ/mol, ordered as above
230.31 85.74 69.17 16.06 7.08 42.97 0.00 2.61